[1]
A cluster of 2 separate species, C11H22OSi in total in a non-equilibrium geometry. Source: the Open Molecules 2025 dataset; level of theory: the ωB97M-V functional and the def2-TZVPD basis.

```
35
Properties=species:S:1:pos:R:3:forces:R:3
C 2.786 -0.789 1.685 0.8247 1.0120 3.2232
C 2.309 0.408 1.434 1.9734 -3.9829 1.6908
C 1.699 1.772 -0.710 2.0065 -3.0022 -0.9207
C 2.519 -0.628 -1.217 -0.7875 0.8082 -3.8591
C -1.089 1.194 1.704 -1.1549 -2.2954 1.0151
C -2.246 1.736 -0.488 1.0411 -2.0512 1.5404
C -2.922 -0.445 0.655 1.2521 2.6277 -1.6373
C -0.031 -2.107 0.431 -4.4620 1.4582 0.7434
C -0.729 -0.764 -2.403 -0.7658 3.2390 2.4798
C 1.548 0.294 -0.557 -3.2539 1.2040 -3.3784
C -1.730 0.607 0.437 -0.4229 -1.7055 -1.8098
O 0.819 2.575 -0.450 0.2114 0.5066 0.0717
Si -0.312 -0.427 -0.517 0.4533 -0.0209 0.6046
H 3.193 -1.004 2.786 -0.8462 0.4164 -1.8572
H 2.927 -1.677 1.092 -0.2080 0.1677 -0.5403
H 2.103 1.326 1.825 -0.3770 2.1050 1.0774
H 2.778 1.960 -1.105 -1.5114 0.7492 0.3818
H 2.754 -0.253 -2.319 -0.3103 -0.1070 2.0277
H 2.184 -1.633 -1.527 -0.2579 0.1863 0.9954
H 3.456 -0.675 -0.764 1.6128 -0.1177 0.8615
H -0.117 1.555 1.379 0.1157 0.0231 0.7768
H -1.721 2.035 1.933 -0.0535 0.4789 0.7768
H -1.115 0.398 2.620 0.4667 2.0163 -2.1485
H -1.417 2.303 -0.637 2.4280 1.8903 -1.0414
H -2.932 2.431 -0.127 -1.7920 0.6489 1.1469
H -2.549 1.312 -1.383 -0.8751 -0.5496 -1.8789
H -3.665 0.105 1.151 -1.1876 0.3800 1.1877
H -3.413 -0.884 -0.211 0.3877 0.3542 -0.6018
H -2.517 -1.219 1.170 0.6233 -2.3514 2.1089
H 0.960 -2.253 0.635 2.3422 -0.7170 0.4012
H -0.625 -2.042 1.433 1.2786 -0.0020 -1.4823
H -0.536 -2.929 -0.079 0.4064 -0.1484 -0.1601
H -0.032 -0.121 -2.939 -0.2415 -0.2551 -0.4028
H -0.546 -1.778 -2.468 -0.0342 -2.0702 -0.8894
H -1.791 -0.382 -2.468 1.1178 -0.8955 -0.5031
```
Positions in Å, forces in eV/Å.

Calculated values
Molar mass   198.38 g mol⁻¹
LUMO level (spin up / spin down)   0.755 / -2.450 eV
Spin multiplicity   3
HOMO-LUMO gap (spin up / spin down)   0.2398 / 0.2483 hartree
Charge   0

Population analysis type Mulliken, resulting atomic charges in e: -0.76 -0.22 -0.44 -1.70 -1.19 -1.97 -1.93 -1.37 -1.29 0.96 1.39 -0.48 0.65 0.14 0.34 0.58 0.20 0.33 0.31 0.55 0.18 0.49 0.22 0.60 0.50 0.42 0.52 0.31 0.51 0.40 0.25 0.44 0.34 0.42 0.33

---

[2]
A cluster of 2 separate species, C3H7O2S in total in a non-equilibrium geometry. Source: the Open Molecules 2025 dataset; level of theory: the ωB97M-V functional and the def2-TZVPD basis.

```
13
Properties=species:S:1:pos:R:3:forces:R:3
C 1.897 1.534 -0.303 -2.0103 -1.1759 -1.7239
S 0.485 2.519 0.325 -0.4589 -1.0185 -0.4831
C -0.593 1.071 0.858 0.8480 1.0232 0.7003
H 2.449 1.522 0.581 1.6810 -0.9596 0.8278
H 1.510 0.526 -0.718 0.6922 1.4493 1.2560
H 2.411 1.958 -1.157 0.1219 0.6322 0.1784
H -0.178 0.068 0.670 0.1411 0.4187 0.0567
H -1.461 1.200 0.255 -0.9145 -0.1707 -0.0851
H -0.781 1.239 1.938 -0.1468 -0.3433 -0.7180
O -1.766 -3.359 -0.715 1.2059 0.5839 -0.6407
C -0.696 -2.685 -0.739 -1.1321 -0.4883 0.4567
O -0.136 -2.120 0.219 0.4043 0.4427 0.5003
H -0.133 -2.515 -1.699 -0.4317 -0.3936 -0.3254
```
Positions in Å, forces in eV/Å.

Calculated values
Energy above the lowest of the compared OMol25 structures with the same formula, charge and spin   107.5 kJ/mol
Molar mass   107.15 g mol⁻¹
LUMO level   3.140 eV
HOMO-LUMO gap   0.2697 hartree
Charge   -1

Population analysis type Mulliken, resulting atomic charges in e: -0.69 -0.18 -0.46 0.23 0.20 0.32 0.09 0.23 0.25 -0.67 0.05 -0.64 0.27

---

[3]
A structure of composition C54H64As3N3O2S2ScTe. Source: the Open Molecules 2025 dataset; level of theory: the ωB97M-V functional and the def2-TZVPD basis.

```
130
Properties=species:S:1:pos:R:3:forces:R:3
Sc -0.064 0.398 0.109 -0.0262 -0.6885 -0.2408
C -4.118 0.186 1.131 -0.0907 -0.0499 -0.0640
As -2.937 -0.429 -0.300 -0.0512 0.1140 0.1912
C -3.665 0.699 -1.708 -0.0390 -0.0280 -0.0217
C -3.768 -2.108 -0.881 -0.0537 0.0538 -0.0594
C -3.353 -3.429 -0.220 -0.0356 -0.0580 -0.0420
C -4.237 -4.515 -0.851 0.0449 -0.0459 0.0040
C -1.897 -3.790 -0.539 0.0799 0.0136 -0.1036
As -0.366 -2.791 0.232 0.1417 -0.2157 -0.0660
C -0.223 -3.696 1.961 0.0428 0.0461 0.0385
C 0.975 -3.893 -0.667 -0.0249 -0.1591 -0.0697
C -3.597 -3.378 1.289 -0.0755 0.1064 0.0521
As -3.424 -5.090 2.277 -0.0382 -0.0352 -0.0015
C -3.405 -4.248 4.051 0.0211 -0.0011 -0.0009
C -5.318 -5.595 2.309 0.0242 0.0162 0.0131
H -5.153 0.188 0.787 0.0189 0.0011 0.0206
H -3.818 1.202 1.388 0.0083 -0.0018 0.0085
H -4.036 -0.440 2.017 0.0043 -0.0110 -0.0024
H -4.702 0.421 -1.903 0.0229 0.0342 -0.0095
H -3.081 0.592 -2.621 0.0109 -0.0181 0.0105
H -3.615 1.736 -1.382 0.0094 0.0005 -0.0009
H -3.544 -2.164 -1.953 -0.0258 -0.0106 0.0118
H -4.852 -1.974 -0.796 0.0351 -0.0247 0.0173
H -4.116 -4.528 -1.935 0.0008 0.0012 -0.0132
H -5.290 -4.334 -0.630 -0.0202 0.0058 0.0106
H -3.974 -5.508 -0.478 0.0045 -0.0059 0.0057
H -1.754 -3.751 -1.625 0.0139 0.0180 0.0200
H -1.711 -4.828 -0.243 -0.0014 0.0383 -0.0033
H -0.468 -4.753 1.845 0.0205 0.0624 -0.0266
H -0.869 -3.255 2.716 0.0096 0.0055 -0.0187
H 0.807 -3.591 2.293 0.0679 0.0240 0.0262
H 0.818 -4.939 -0.401 -0.0360 -0.0207 0.0008
H 1.971 -3.575 -0.361 -0.0761 -0.0424 -0.0068
H 0.884 -3.788 -1.748 -0.0431 -0.0512 0.0533
H -4.598 -2.982 1.492 -0.0002 -0.0083 0.0049
H -2.886 -2.692 1.757 -0.0351 0.0020 0.0104
H -2.432 -3.791 4.235 -0.0258 0.0004 0.0184
H -3.573 -5.009 4.811 -0.0022 -0.0002 0.0019
H -4.186 -3.490 4.129 -0.0013 0.0047 0.0015
H -5.617 -6.006 1.347 -0.0078 -0.0064 -0.0205
H -5.946 -4.737 2.549 -0.0156 0.0088 0.0038
H -5.459 -6.364 3.067 0.0001 -0.0050 0.0060
C -0.226 6.349 -3.665 0.0000 0.0285 -0.0244
C -0.430 5.156 -2.773 -0.0054 -0.0718 0.0253
C -0.778 5.304 -1.435 0.0384 0.0007 -0.0258
C -1.008 4.216 -0.600 -0.0893 0.1716 -0.0801
C -1.325 4.410 0.845 0.0218 -0.0592 0.1486
O -1.136 3.542 1.674 0.0198 0.1768 0.0071
C -1.860 5.742 1.282 0.0031 -0.0741 0.0459
C -2.912 6.366 0.621 0.0063 0.0200 -0.0367
C -3.432 7.555 1.109 0.0012 0.0087 0.0000
C -2.885 8.136 2.244 -0.0078 -0.0017 -0.0079
C -1.831 7.518 2.903 0.0119 -0.0037 0.0026
C -1.329 6.316 2.432 -0.0441 0.0064 0.0124
C -0.864 2.922 -1.120 0.0388 -0.2010 0.1029
O -1.144 1.874 -0.381 -0.3136 0.3184 0.0000
C -0.444 2.737 -2.453 0.0676 -0.0001 -0.0585
C -0.276 3.867 -3.261 0.0073 0.0512 0.0425
C -0.127 1.399 -2.991 -0.0861 -0.0353 0.0622
N 0.115 0.371 -2.241 0.1937 0.2322 0.0972
C 0.566 -0.878 -2.857 -0.0519 0.0326 -0.0181
C 1.899 -1.313 -2.270 0.1125 -0.0395 -0.0915
Te 3.559 0.011 -2.507 -0.0032 0.0529 -0.0092
C 3.859 -0.306 -4.567 -0.0013 -0.0200 -0.0149
C 4.648 0.621 -5.243 -0.0122 0.0122 -0.0015
C 4.920 0.457 -6.593 -0.0300 0.0194 -0.0125
C 4.385 -0.621 -7.287 -0.0058 0.0063 -0.0070
C 3.591 -1.538 -6.617 0.0003 -0.0104 -0.0235
C 3.336 -1.390 -5.261 -0.0283 0.0167 0.0028
C -0.099 1.297 -4.487 0.0693 -0.0462 0.0132
C 1.039 1.644 -5.205 0.0095 -0.0599 -0.0039
C 1.047 1.534 -6.588 0.0181 -0.0260 0.0196
C -0.081 1.084 -7.258 0.0207 0.0054 -0.0050
C -1.220 0.744 -6.544 -0.0056 0.0095 -0.0068
C -1.229 0.850 -5.161 -0.0172 -0.0205 0.0261
H -0.165 7.266 -3.082 0.0010 0.0162 0.0071
H -1.050 6.458 -4.371 -0.0083 0.0030 -0.0091
H 0.693 6.259 -4.244 0.0133 -0.0045 -0.0142
H -0.857 6.304 -1.025 -0.0121 0.0001 0.0054
H -3.333 5.917 -0.271 -0.0017 -0.0102 -0.0046
H -4.261 8.030 0.602 -0.0131 0.0085 -0.0074
H -3.283 9.070 2.618 -0.0084 0.0185 0.0069
H -1.406 7.971 3.789 0.0070 0.0102 0.0155
H -0.524 5.810 2.948 0.0152 -0.0170 0.0055
H 0.005 3.739 -4.298 0.0053 0.0022 0.0099
H 0.636 -0.807 -3.943 0.0068 0.0075 0.0372
H -0.183 -1.650 -2.631 -0.0090 -0.0166 -0.0098
H 2.193 -2.274 -2.689 0.0177 0.0331 0.0171
H 1.837 -1.471 -1.191 -0.0127 0.0700 -0.0449
H 5.058 1.477 -4.719 0.0110 0.0061 0.0140
H 5.546 1.176 -7.104 0.0078 0.0116 -0.0066
H 4.591 -0.745 -8.341 0.0043 -0.0027 -0.0199
H 3.173 -2.383 -7.149 -0.0056 -0.0117 -0.0049
H 2.731 -2.132 -4.758 -0.0153 -0.0174 0.0125
H 1.920 1.990 -4.680 0.0486 0.0011 0.0287
H 1.940 1.793 -7.138 0.0503 0.0081 -0.0218
H -0.072 0.999 -8.336 0.0013 -0.0027 -0.0207
H -2.103 0.396 -7.062 -0.0191 -0.0075 -0.0056
H -2.121 0.583 -4.606 0.0002 0.0066 -0.0035
C -1.365 -0.525 4.365 -0.0012 -0.0009 -0.0326
C -0.530 0.298 5.112 -0.0060 -0.0097 -0.0032
C 0.438 1.037 4.472 0.0113 0.0108 -0.0560
C 0.583 0.959 3.083 -0.0227 -0.0018 0.0392
N -0.235 0.157 2.367 -0.0061 0.1663 0.1101
C -1.176 -0.549 3.003 -0.0432 -0.0118 -0.0078
C 1.574 1.742 2.320 0.0354 0.1583 -0.0074
C 2.451 2.613 2.966 0.0235 -0.0510 -0.0543
C 3.325 3.393 2.226 0.0046 -0.0073 0.0010
C 3.309 3.319 0.841 -0.0140 -0.0151 -0.0075
C 2.426 2.453 0.205 0.0125 -0.0130 -0.0165
C 1.556 1.630 0.920 0.0467 0.0213 -0.1207
H -2.149 -1.112 4.819 -0.0186 -0.0169 0.0119
H -0.644 0.367 6.186 -0.0033 -0.0042 0.0111
H 1.083 1.686 5.042 0.0068 0.0083 0.0048
H -1.815 -1.147 2.366 0.0017 -0.0054 0.0289
H 2.468 2.706 4.044 -0.0015 -0.0051 0.0221
H 4.008 4.063 2.730 0.0156 0.0138 0.0097
H 3.979 3.939 0.259 0.0171 0.0172 -0.0140
H 2.429 2.426 -0.883 -0.0178 0.0236 0.0644
S 2.948 -1.548 1.143 0.1086 -0.0121 0.0578
C 3.139 -2.323 2.591 0.0045 0.1206 0.0060
N 3.466 -3.608 2.767 0.0172 0.0037 -0.0875
C 3.353 -4.145 4.115 -0.0016 -0.0138 0.0296
C 3.613 -2.958 5.032 0.0143 -0.0296 0.0148
S 2.933 -1.530 4.133 -0.0590 -0.0333 0.0184
H 3.578 -4.193 1.954 -0.0109 0.0027 0.0251
H 4.080 -4.941 4.267 -0.0013 0.0030 0.0077
H 2.347 -4.547 4.273 0.0255 -0.0045 0.0117
H 4.678 -2.799 5.191 -0.0107 0.0027 -0.0005
H 3.116 -3.065 5.992 -0.0061 0.0015 0.0066
```
Positions in Å, forces in eV/Å.

Calculated values
Energy above the lowest of the compared OMol25 structures with the same formula, charge and spin   54.1 kJ/mol
Molar mass   1248.58 g mol⁻¹
LUMO level   -2.048 eV
HOMO-LUMO gap   0.2763 hartree
Charge   +1

Atomic partial charges in e from the Mulliken method, atoms 1 to 99: -2.79 -1.41 1.86 -0.49 -2.23 2.38 -2.29 -2.53 1.22 -0.40 -1.31 0.08 0.22 -1.15 -1.17 0.52 0.31 0.25 0.62 -0.40 0.25 0.51 0.68 0.46 0.44 0.49 0.59 0.80 0.55 -0.27 -0.20 0.57 0.31 0.31 1.22 -1.60 0.20 0.50 0.36 0.36 0.34 0.43 -1.75 -0.21 -0.90 1.03 0.15 -0.45 0.15 -0.09 -0.85 -0.41 -0.69 -0.34 -0.55 0.68 0.77 -0.71 0.64 1.61 0.21 -0.05 0.36 0.34 -0.52 -0.65 -0.50 -0.76 0.08 -1.30 0.63 -1.17 -0.66 -1.00 0.18 0.39 0.33 0.38 0.51 0.46 0.40 0.41 0.40 0.43 0.60 0.73 -0.58 0.70 -1.37 0.35 0.39 0.41 0.42 0.27 0.76 0.44 0.43 0.48 0.20

---

[4]
A cluster of 2 separate species, H2N2O3S in total in a non-equilibrium geometry. Source: the Open Molecules 2025 dataset; level of theory: the ωB97M-V functional and the def2-TZVPD basis.

```
8
Properties=species:S:1:pos:R:3:forces:R:3
O -1.810 2.572 -1.423 -0.0518 0.8276 -1.3910
N -0.923 1.858 -1.105 -0.4999 -1.2740 1.7875
O 0.001 1.361 -1.684 0.3003 0.5284 -0.8677
O -1.084 1.457 0.203 -0.1406 0.4297 0.7082
H -0.313 0.914 0.443 0.1732 -0.4595 -0.4868
N 0.828 -0.642 0.436 -0.1575 -0.1279 -2.0290
S 1.272 -0.564 1.886 0.7634 -0.2760 1.1668
H 1.432 -1.119 -0.283 -0.3870 0.3518 1.1120
```
Positions in Å, forces in eV/Å.

Calculated values
Energy above the lowest of the compared OMol25 structures with the same formula, charge and spin   328.7 kJ/mol
SMILES   O=[N+]([O-])O.N=S
Molar mass   110.09 g mol⁻¹
LUMO level (spin up / spin down)   -1.891 / -1.884 eV
HOMO-LUMO gap (spin up / spin down)   0.2737 / 0.2737 hartree
Charge   0

Population analysis type Mulliken, resulting atomic charges in e: -0.54 1.04 -0.53 -0.39 0.47 -0.37 0.06 0.25

---

- The lowest molar mass belongs to which entry?
  C3H7O2S

---

- charge of number 2 (C3H7O2S)?
  -1